No. 1
Below is a 2-piece molecular cluster, C5H8O overall, with properties calculated with the ωB97M-V functional and the def2-TZVPD basis.

```
14
Properties=species:S:1:pos:R:3:forces:R:3
C -0.24487 1.40788 0.62099 -0.2328 0.3983 0.1816
C -0.63446 0.52535 -0.29316 0.1800 -0.4701 0.2068
C -2.03706 0.35818 -0.66189 0.0259 0.2367 0.1754
C -2.48076 -0.43601 -1.63067 0.1008 0.1219 0.2438
H -0.97349 2.04414 1.11597 -0.0806 -0.0162 -0.1319
H 0.77020 1.60226 0.93399 0.1807 -0.3020 -0.1938
H 0.06375 -0.18154 -0.73374 0.1621 0.2482 -0.1250
H -2.70892 0.96685 -0.06064 -0.2231 -0.0920 -0.2123
H -3.53458 -0.50190 -1.85153 -0.0625 -0.0676 -0.0861
H -1.79021 -1.03476 -2.21105 -0.0401 -0.0286 -0.0549
C 2.51220 -0.68087 1.41920 0.2191 0.1598 0.6967
O 2.53677 -1.16703 0.32930 -0.1244 -0.0871 -0.3263
H 1.59506 -0.55210 2.01933 -0.2102 -0.0944 -0.2157
H 3.42800 -0.33234 1.93412 0.1051 -0.0070 -0.1583
```
Forces are in eV/Å.

Kohn-Sham gap ... 0.3595 Eh
Strongest force on any atom ... 0.748 eV/Å
SMILES ... C=CC=C.C=O
Total energy ... -270.471516 hartree
Multiplicity ... 1
HOMO energy ... -8.98 eV

Results of the Löwdin charge analysis, in e, for atoms 1 through 4: atom 1 (C): -0.003, atom 2 (C): -0.196, atom 3 (C): -0.208, atom 4 (C): 0.009

***

No. 2
Below is one molecule with the formula C5H8O, with properties calculated with the ωB97M-V functional and the def2-TZVPD basis.

```
14
Properties=species:S:1:pos:R:3:forces:R:3
C 1.83407 -0.57204 0.54675 -0.0497 0.0915 0.0446
C 1.06543 0.08282 -0.60220 0.2435 -0.0716 0.0538
C -0.66245 1.10193 0.03004 -0.1414 0.2975 0.0984
C -1.79314 0.29872 -0.53849 -0.1095 -0.0379 -0.0762
C -0.61127 -0.56171 -0.29819 -0.2574 -0.0749 0.2328
O 0.25421 -0.88704 -1.29717 0.1464 -0.0614 0.1222
H 1.92527 0.16564 1.35078 0.0089 -0.1420 -0.0068
H 2.86038 -0.76304 0.19844 -0.3134 0.1261 -0.1170
H 1.44348 -1.51986 0.94885 0.0151 0.1457 -0.1076
H -0.70285 1.29986 1.09909 0.1300 -0.1268 -0.1987
H -0.32275 1.93719 -0.56739 0.0543 -0.2738 0.1171
H -2.64852 0.09272 0.10074 0.1672 0.0413 -0.0996
H -2.04052 0.49140 -1.57890 0.0708 -0.0486 0.1599
H -0.60133 -1.16659 0.60764 0.0352 0.1349 -0.2230
```
Forces are in eV/Å.

Kohn-Sham gap ... 0.3224 Eh
Strongest force on any atom ... 0.358 eV/Å
Total energy ... -270.356492 hartree
Multiplicity ... 1
HOMO energy ... -7.72 eV

Results of the Löwdin charge analysis, in e, for atoms 1 through 4: atom 1 (C): -0.126, atom 2 (C): -0.108, atom 3 (C): -0.065, atom 4 (C): -0.095

***

No. 3
Below is C5H8O as an isolated structure at a distorted geometry, with properties calculated with the ωB97M-V functional and the def2-TZVPD basis.

```
14
Properties=species:S:1:pos:R:3:forces:R:3
C -0.80710 0.47714 2.04978 0.9467 -0.3086 -0.3222
O -1.69387 0.45162 0.91348 -0.1407 0.1390 -0.2164
C -0.46687 0.18447 0.41349 -0.5155 -0.2875 -0.5481
C 0.09430 -1.10076 -0.15869 -0.1565 -0.3211 -0.0481
C 0.87625 -0.24337 -1.18858 0.1233 -0.1033 -0.1557
C 0.07429 1.00665 -0.75975 0.0222 0.1044 0.0776
H -0.81255 -0.53339 2.48741 0.2901 0.1340 -0.1401
H 0.23682 0.72179 1.54876 -0.3805 0.9481 1.2158
H -0.73219 -1.66163 -0.59212 0.1124 -0.2627 -0.1573
H 0.68923 -1.74794 0.49290 -0.1990 0.1397 -0.0714
H 0.77513 -0.54986 -2.23082 0.0217 0.0754 0.1182
H 1.93988 -0.15084 -0.95136 -0.1795 -0.0853 0.0144
H -0.78659 1.19840 -1.41081 0.1541 0.0215 0.0602
H 0.61329 1.94769 -0.61370 -0.0987 -0.1936 0.1733
```
Forces are in eV/Å.

Kohn-Sham gap ... 0.3439 Eh
Strongest force on any atom ... 1.588 eV/Å
Total energy ... -270.374159 hartree
Multiplicity ... 1
HOMO energy ... -8.39 eV

Results of the Löwdin charge analysis, in e, for atoms 1 through 4: atom 1 (C): -0.005, atom 2 (O): -0.058, atom 3 (C): -0.495, atom 4 (C): -0.091

***

No. 4
Below is a 2-piece molecular cluster, C5H8O overall at a distorted geometry, with properties calculated with the ωB97M-V functional and the def2-TZVPD basis.

```
14
Properties=species:S:1:pos:R:3:forces:R:3
C 0.78419 -0.48188 -0.55600 0.1086 -0.1776 0.0038
C 0.99667 0.48249 -1.67883 0.1458 0.0775 -0.2623
C -0.18453 0.65850 -0.78091 -0.1194 0.0989 -0.0339
H 1.49695 -0.45246 0.26294 -0.2131 0.0914 -0.1528
H 0.43531 -1.48574 -0.78369 0.0560 0.1879 -0.0877
H 1.80621 1.19313 -1.54954 -0.0734 -0.1070 -0.1534
H 0.83248 0.13398 -2.69064 0.0452 0.0944 0.0328
H -1.17048 0.40596 -1.16445 0.2364 0.0033 0.0071
H -0.19683 1.51173 -0.10684 0.1181 -0.2234 -0.1231
C -1.39502 -0.69746 1.67204 0.0349 0.0363 0.1492
C -0.32703 0.01600 1.94726 0.4390 0.4197 0.4869
O 0.59392 0.66243 2.26328 -0.8677 -0.5752 -0.1275
H -2.10432 -0.83071 2.47461 -0.0120 -0.0586 0.0232
H -1.56751 -1.11595 0.69076 0.1017 0.1325 0.2377
```
Forces are in eV/Å.

Kohn-Sham gap ... 0.3738 Eh
Strongest force on any atom ... 1.049 eV/Å
SMILES ... C1CC1.C=C=O
Total energy ... -270.474145 hartree
Multiplicity ... 1
HOMO energy ... -9.17 eV

Results of the Löwdin charge analysis, in e, for atoms 1 through 4: atom 1 (C): -0.194, atom 2 (C): -0.160, atom 3 (C): -0.197, atom 4 (H): 0.094